The following is a quantum chemistry calculation of C33H50BBrN7O5PY as an isolated structure, from the OMol25 dataset.

```
99
Properties=species:S:1:pos:R:3
Y 0.365 -0.360 -0.183
C -0.060 -0.453 5.075
C -0.563 -0.821 3.677
C -1.948 -1.478 3.744
C 0.390 -1.745 2.984
C 0.781 -3.017 3.411
C 1.624 -3.476 2.421
N 1.716 -2.540 1.472
N 0.961 -1.463 1.807
B 2.578 -2.633 0.201
N 3.375 -1.328 0.043
C 4.711 -1.257 -0.011
C 5.064 0.027 -0.347
C 3.850 0.703 -0.514
N 2.824 -0.115 -0.248
C 3.761 2.121 -0.994
C 2.435 2.440 -1.667
C 4.052 3.101 0.149
N 1.738 -2.824 -1.096
C 1.636 -3.960 -1.793
C 1.155 -3.665 -3.052
C 0.998 -2.273 -3.064
N 1.316 -1.779 -1.862
C 0.711 -1.393 -4.253
C 0.301 -2.212 -5.474
C -0.326 -0.309 -3.957
H -0.799 0.163 5.591
H 0.108 -1.351 5.670
H 0.879 0.100 5.024
H -0.640 0.082 3.073
H -1.925 -2.339 4.413
H -2.696 -0.776 4.122
H -2.256 -1.821 2.755
H 0.501 -3.522 4.319
H 2.168 -4.402 2.338
H 3.320 -3.559 0.316
H 5.315 -2.129 0.176
H 6.052 0.428 -0.495
H 4.557 2.228 -1.736
H 1.653 2.516 -0.921
H 2.495 3.397 -2.186
H 2.171 1.669 -2.398
H 3.293 3.004 0.928
H 5.027 2.904 0.595
H 4.042 4.128 -0.220
H 1.925 -4.907 -1.367
H 0.977 -4.350 -3.862
H 1.657 -0.891 -4.486
H -0.642 -2.730 -5.288
H 0.164 -1.553 -6.331
H 1.060 -2.949 -5.735
H -1.267 -0.757 -3.643
H 0.025 0.352 -3.159
H -0.510 0.292 -4.849
C 0.579 6.127 1.629
C -0.211 5.487 0.505
O 0.215 4.132 0.294
P -0.735 2.856 0.613
O 0.394 1.885 1.322
C 1.003 2.364 2.546
C -0.003 2.770 3.611
O -0.599 2.005 -0.808
C -1.528 2.393 -1.849
C -0.882 3.336 -2.844
H 0.335 7.187 1.692
H 1.647 6.024 1.436
H 0.350 5.664 2.589
H -0.025 6.021 -0.427
H -1.285 5.515 0.713
H 1.642 3.213 2.302
H 1.626 1.540 2.892
H -0.592 3.631 3.291
H 0.538 3.041 4.518
H -0.685 1.955 3.846
H -2.400 2.869 -1.389
H -1.857 1.472 -2.328
H -0.514 4.231 -2.343
H -1.619 3.633 -3.590
H -0.044 2.860 -3.353
Br -6.962 -2.479 -1.689
C -5.280 -3.208 -1.183
C -5.200 -4.524 -0.759
C -3.965 -5.034 -0.379
C -2.839 -4.229 -0.395
C -2.938 -2.909 -0.825
C -4.161 -2.397 -1.239
C -1.751 -2.013 -0.755
O -0.797 -2.334 0.012
O -1.724 -0.918 -1.379
H -6.090 -5.136 -0.723
H -3.888 -6.065 -0.058
H -1.877 -4.604 -0.074
H -4.221 -1.380 -1.603
C -4.443 0.448 1.223
C -3.009 0.356 1.088
N -1.871 0.280 0.980
H -4.893 0.656 0.253
H -4.694 1.252 1.916
H -4.844 -0.491 1.603
```

The calculation puts the electronic energy at -136756.2774 eV. The charge is +1. As for the gap between HOMO and LUMO: 9.394 eV. The spin multiplicity is 1. The value obtained for the energy relative to the best compared isomer or geometry (same formula, charge and spin) is 0.214 eV.